1.
50
Properties=species:S:1:pos:R:3 method="wB97M-V/def2-TZVPD" orbital_gap_ev=9.20 molar_mass_g_mol=330.43 e_tot_ha=-1070.42247 lumo_ev=0.238 smiles="CC(C)(C)C1CCC(=NNC(=O)C(=O)NCc2cccnc2)CC1" homo_ev=-8.96
C 2.360 0.719 0.644
H 4.197 -2.184 0.679
H -4.104 -1.243 -1.719
N -3.144 0.451 -1.223
H -5.869 -1.206 2.688
H 3.129 2.405 1.242
H 3.441 1.151 2.292
O -1.751 -1.097 -1.084
C 6.437 -1.847 -1.062
H 7.150 1.275 -0.667
H 4.382 -1.115 1.894
H 6.919 0.128 1.548
C 6.338 -0.731 -0.478
C -1.195 1.103 -0.227
H -8.103 -0.380 1.944
C -6.648 0.095 -0.647
C 2.522 -0.914 0.710
H 0.232 -0.634 0.020
H 6.556 -1.755 1.699
C 3.223 1.545 1.459
C 7.067 0.495 -1.137
H 6.424 0.963 -2.023
H 7.480 -2.132 -1.377
C -5.493 -0.441 -0.427
N 1.134 1.227 0.516
C 6.992 -0.857 1.051
H -4.804 0.096 -2.524
C 4.046 -1.129 0.676
C -5.148 -1.099 0.677
C -4.330 -0.201 -1.652
H 2.122 -1.540 1.436
H 4.221 -0.142 -1.048
H 2.267 -1.157 -0.448
H 7.922 0.303 -1.504
H 8.081 -0.935 0.686
O -1.404 2.292 -0.298
H 4.544 2.033 -0.504
H -6.965 0.608 -1.394
N 0.059 0.456 -0.134
C 4.607 1.141 0.439
C 4.850 -0.069 -0.074
C -7.364 -0.435 1.259
H -3.315 1.246 -1.103
C -2.118 -0.036 -0.661
H 6.032 -1.637 -2.125
H 6.094 -2.695 -0.622
N -7.607 0.241 0.163
H 5.649 1.491 1.043
H -4.184 -1.469 0.883
C -6.070 -0.936 1.701

***

2.
112
Properties=species:S:1:pos:R:3 method="wB97M-V/def2-TZVPD" orbital_gap_ev=6.31 total_charge=-1 molar_mass_g_mol=983.92 e_tot_ha=-4284.19486 lumo_ev=1.936 homo_ev=-4.38
C 3.375 -5.233 -0.102
H -0.919 -2.226 7.908
C 5.401 1.305 0.906
H -3.483 1.562 -1.055
H -3.547 -0.108 -1.458
Sr -0.283 -0.734 0.294
C -1.242 3.682 2.985
H 5.898 -2.019 1.240
N -3.782 0.623 -0.801
C 1.383 -1.133 -2.390
C -3.687 3.470 3.174
N -2.432 2.892 2.741
H 1.819 -2.845 1.724
N -3.496 -0.895 1.003
H -0.489 1.409 2.352
N -1.263 1.092 1.776
C -2.339 1.766 1.983
O -1.918 -1.557 -1.419
C -3.438 5.526 -7.910
S -1.818 -1.872 3.120
C 2.145 -0.973 -3.715
C 1.965 -0.103 1.588
C -5.119 -4.103 3.740
H 3.383 -6.307 -0.249
H 6.885 2.819 1.243
H -3.917 5.686 -8.868
O -0.117 -2.786 -0.897
H -0.516 3.513 2.192
C -2.417 6.366 -7.489
H 1.852 -5.291 1.409
H -3.601 3.788 4.215
H -3.543 3.474 -5.206
H -1.959 -4.199 1.504
H 3.190 -1.268 -3.589
H 2.101 0.488 -5.330
H 1.991 0.990 1.733
H 1.924 -0.572 2.584
H -1.514 4.737 2.959
H 0.650 2.132 -4.148
H -6.009 -4.060 4.354
H 3.589 0.203 -1.882
S -0.144 4.605 -2.223
N 1.456 0.063 -1.542
C 0.432 -3.428 6.750
H 8.659 1.192 1.839
H -0.781 3.463 3.954
C 0.773 1.126 -3.740
C -4.166 -3.102 3.839
C 7.667 0.845 1.575
N -3.535 1.413 1.360
Si 3.278 -0.577 0.525
C -2.844 -4.196 2.130
H -0.246 1.293 -1.845
H 4.862 -2.419 -1.258
C -2.200 5.112 -5.462
C 2.507 -3.285 1.008
C 0.818 -3.824 5.475
S -2.487 3.838 -0.526
C 2.056 0.470 -4.239
H 1.295 2.117 -1.896
H -3.954 4.344 2.569
C -3.811 -5.192 2.036
C -0.632 -2.551 6.916
H -2.097 7.190 -8.114
N -1.599 4.885 -4.185
C -1.853 4.327 -2.059
H 4.882 -4.858 -1.589
H -4.645 3.821 -7.402
H -0.999 6.817 -5.933
C 5.080 -0.061 0.888
C 3.342 -2.445 0.269
H -4.308 -2.272 4.521
C 6.100 -0.953 1.232
C 2.844 0.327 -1.083
C 4.197 -3.043 -0.666
H 2.911 1.051 -3.884
C 7.376 -0.511 1.573
C -0.287 4.973 -3.896
C 2.520 -4.664 0.830
H 1.715 -1.666 -4.444
C 0.786 1.205 -2.208
S 1.027 5.301 -4.885
H 0.434 -3.640 3.358
H 8.143 -1.230 1.836
C -0.933 -2.499 4.543
C -3.035 -3.176 3.042
H -5.697 -5.918 2.752
H 4.639 2.039 0.663
H -3.679 -5.999 1.326
H 1.660 -4.491 5.344
C -3.845 4.480 -7.090
C -3.229 4.271 -5.865
H -3.502 -1.589 0.260
C -1.314 -2.072 5.806
H 0.973 -3.790 7.614
C -4.942 -5.147 2.837
O -0.859 -2.169 1.974
H 2.897 1.381 -0.787
C 0.136 -3.360 4.360
H 0.328 -1.333 -2.592
H -2.128 -1.366 5.926
C -1.796 6.167 -6.263
H -1.716 -3.517 -1.890
C -3.581 0.277 0.505
N -2.495 4.512 -3.175
C -1.252 -2.640 -1.415
H -3.967 2.223 0.929
C 4.216 -4.419 -0.855
C 6.671 1.756 1.239
H -0.089 0.543 -4.083
H -4.484 2.736 3.107
H 1.750 -1.998 -1.837

***

3.
11
Properties=species:S:1:pos:R:3 method="wB97M-V/def2-TZVPD" orbital_gap_ev=10.21 molar_mass_g_mol=113.08 e_tot_ha=-430.71297 lumo_ev=-0.255 smiles="O=Cc1cnnn1O" homo_ev=-10.47
O -0.383 -0.444 -2.001
H -1.081 -2.079 -0.107
O -1.550 -1.122 1.874
H 1.114 0.826 2.174
N 0.837 1.308 -1.029
C -1.053 -1.093 0.778
N 0.090 0.277 -0.856
N 1.258 1.689 0.270
C -0.208 -0.035 0.407
C 0.658 0.834 1.076
H 0.318 -0.161 -2.587

***

4.
63
Properties=species:S:1:pos:R:3 method="wB97M-V/def2-TZVPD" orbital_gap_ev=8.90 molar_mass_g_mol=445.52 e_tot_ha=-1506.94218 lumo_ev=0.482 smiles="CC(C)(C)OC(=O)N1CCN(C(=O)[C@H](Cc2ccc(O)cc2)n2cc(CCO)nn2)CC1" homo_ev=-8.42
H 0.476 0.621 -7.403
C 1.246 1.582 1.751
N 2.217 -0.333 1.789
C -1.601 -0.338 4.356
N 0.913 -0.540 1.940
H 0.384 0.438 -0.818
C -0.904 1.611 5.575
H -0.806 0.722 2.030
H 0.926 -2.553 4.114
C 0.403 -1.873 -6.188
H -2.911 1.259 4.915
N -0.705 -1.927 -0.058
H 1.701 -0.467 5.037
O -1.994 -2.189 1.761
H 1.399 -1.732 -0.130
H 0.333 4.720 2.809
C 0.394 1.111 5.617
H 1.120 -2.574 1.826
C -0.303 -0.833 4.373
N -0.697 -0.363 -2.393
N 2.423 0.924 1.676
C 0.869 -0.529 -5.628
C 1.147 3.066 1.683
C -1.862 -1.933 -0.937
H -0.676 -1.960 -6.103
C 0.466 -0.384 -1.538
H 0.633 -2.533 -1.514
C 0.686 -0.097 5.016
H 2.150 3.479 1.794
C -1.901 0.874 4.949
H 2.718 0.535 -5.292
H -0.886 0.546 -6.278
H 1.160 1.686 6.114
C -0.895 -2.004 1.277
C 2.391 -0.408 -5.722
H -2.752 -2.086 -0.326
H -0.784 -2.804 3.694
O 0.603 -0.459 -4.205
C 0.253 0.639 1.915
H 0.683 -1.950 -7.234
O -1.149 2.815 6.157
O -1.115 3.260 2.623
H 0.759 3.371 0.704
H 2.865 -1.219 -5.175
H -2.745 -0.621 -2.423
C -0.656 -0.519 -3.747
C -1.938 -0.602 -1.690
H -1.765 -2.756 -1.653
H 1.364 -0.245 -2.136
H 0.533 3.224 3.754
H 0.504 1.578 -5.915
C 0.237 3.625 2.783
H -2.374 -0.901 3.855
C 0.530 -1.721 -0.783
C 0.194 0.633 -6.355
H -2.104 0.216 -0.980
H -1.425 3.596 1.774
H 0.868 -2.689 -5.638
C 0.049 -2.101 3.648
C 0.364 -1.852 2.151
H 2.703 -0.452 -6.761
H -2.060 3.078 5.978
O -1.654 -0.659 -4.416

***

5.
70
Properties=species:S:1:pos:R:3 method="wB97M-V/def2-TZVPD" orbital_gap_ev=11.34 molar_mass_g_mol=742.36 e_tot_ha=-3092.04139 lumo_ev=0.156 smiles="O=C1OC[C@@H](F)O1.O=C1OC[C@@H](F)O1.O=C1OC[C@@H](F)O1.O=C1OC[C@@H](F)O1.O=C1OC[C@@H](F)O1.O=C1OC[C@@H](F)O1.O=C1OC[C@@H](F)O1" homo_ev=-11.19
H -1.561 1.064 -3.775
O 0.386 1.815 -3.477
O 0.296 -5.560 -0.543
H -1.885 2.384 2.788
C -4.600 0.002 -2.428
O -5.407 0.457 -3.430
H -0.459 2.233 5.245
C 1.191 -6.660 -0.555
F 1.982 -2.696 2.819
C 0.725 0.832 0.395
O 5.769 0.734 -2.928
H 3.127 2.238 -2.076
C -1.479 0.344 0.252
H 2.694 -7.045 0.959
F 3.258 -5.471 -0.199
C -0.695 1.453 -4.315
C 3.738 -1.539 3.887
C -5.899 1.727 -3.091
C 2.381 -1.435 3.210
O 1.555 -5.405 1.281
C -1.121 2.798 -4.954
C 0.358 3.147 -3.242
O -0.034 -3.850 0.881
H 4.370 -0.653 3.807
O -4.546 2.293 6.143
H -1.986 0.933 -0.515
H -5.555 2.710 -1.127
O -4.656 0.838 -1.365
H 1.437 -6.929 -1.580
O 6.998 0.984 -1.050
C 0.542 -4.836 0.580
O 0.668 -0.345 -0.311
C 2.294 -6.216 0.381
H -0.775 2.950 -5.974
O 1.563 -1.080 6.473
C -0.674 -0.739 -0.480
H 4.326 -2.403 3.595
O -0.510 3.754 -4.113
H -1.916 1.017 3.875
H 0.729 -7.569 -0.155
C 4.450 1.016 -3.277
C -1.383 2.725 4.973
F -1.231 4.078 4.852
H 4.014 0.180 -3.817
O 1.005 3.725 -2.439
O 3.400 -1.598 5.296
F -5.135 2.665 -3.713
H 3.346 0.533 -1.461
F -2.464 2.972 -4.869
O 4.929 1.849 -1.196
C -2.125 2.094 3.803
C -5.737 1.741 -1.575
C 6.004 1.174 -1.650
H -6.939 1.832 -3.388
F -0.958 -0.663 -1.812
C 3.796 1.391 -1.956
H -0.355 0.722 -5.041
F 4.463 2.096 -4.139
C -3.546 2.352 5.519
O -3.485 2.292 4.161
O 1.719 1.409 0.654
H 2.354 -0.779 2.350
H -6.648 1.308 -1.150
O -3.911 -0.945 -2.513
O -2.291 2.482 6.029
C 2.125 -1.238 5.451
O 1.527 -1.022 4.232
O -0.486 1.111 0.933
H -0.865 -1.743 -0.108
H -2.204 -0.039 0.963

***

6.
96
Properties=species:S:1:pos:R:3 method="wB97M-V/def2-TZVPD" orbital_gap_ev=2.71 total_charge=-2 molar_mass_g_mol=747.47 e_tot_ha=-4616.96023 lumo_ev=3.302 homo_ev=0.59
H 2.911 1.846 -4.457
C -3.912 -1.716 -6.112
H -2.546 -4.566 -2.502
O 4.727 1.568 -1.997
H 1.936 6.280 5.906
H -2.166 2.076 4.715
C 5.471 0.728 -4.102
C -2.395 -3.224 -0.822
In 0.454 1.007 0.318
C -1.016 -8.356 2.005
C 1.038 -1.036 -4.465
O -1.976 -2.104 -0.723
H -1.156 3.271 6.817
C -2.172 3.472 7.145
H 1.044 -7.285 -0.597
Br -4.308 1.748 1.691
H 0.796 0.000 -7.784
H -1.038 -9.425 1.783
H -3.497 3.246 4.665
H 2.371 1.323 3.795
H 2.605 4.481 9.208
H 3.497 1.861 -0.040
C 4.616 1.597 -3.197
C 2.520 5.875 6.728
H -1.953 -0.238 0.910
C 3.443 2.030 2.112
C -4.678 -1.115 -8.496
H 4.799 0.063 -4.648
H 2.525 6.590 7.553
H -1.407 -5.078 -1.228
H -2.205 3.464 8.234
H -0.413 0.268 -6.516
C -3.553 -3.714 0.026
O -2.428 -0.871 -7.763
H -3.023 -1.726 -5.486
H -0.978 -3.746 -2.327
O 0.833 3.958 -0.389
O -3.753 1.703 7.338
H -4.290 -0.730 -9.436
C -3.160 2.305 5.102
H 4.103 0.437 0.838
H 4.213 2.099 2.882
C 2.597 3.849 8.318
H -4.311 -2.729 -6.183
H -0.339 -8.181 2.843
C -3.555 -1.201 -7.486
C 4.051 1.519 0.811
H -2.264 3.795 2.117
H -0.051 -1.378 -7.057
C 3.596 2.467 -3.880
C 1.457 -0.504 -5.815
H 1.894 -1.057 -3.796
H 0.637 -2.047 -4.570
H -3.234 -4.561 0.637
H 6.161 0.132 -3.505
H 3.545 5.714 6.390
H -0.753 3.235 1.461
H -3.887 -2.906 0.672
H 3.017 3.019 -3.138
O -1.240 -6.746 0.272
H 3.049 3.031 1.990
H -5.108 -2.104 -8.663
C -1.794 0.772 0.571
H 1.252 -0.451 -0.335
C 2.324 1.168 2.703
H -5.459 -0.446 -8.131
C -3.103 2.415 6.601
H -2.323 0.952 -0.354
H -1.915 1.386 2.590
H -2.014 -8.027 2.279
C -2.229 1.711 1.610
H -2.474 4.456 6.784
H 4.102 3.164 -4.557
H -4.662 -1.071 -5.652
C -0.547 -7.584 0.793
H 5.075 1.868 0.747
O 1.039 1.482 2.301
O 0.928 4.117 6.648
H 2.564 0.105 2.552
H 6.040 1.340 -4.805
C 0.375 -0.397 -6.862
C -1.792 -4.224 -1.787
C 1.911 4.567 7.177
H -2.143 3.452 0.391
C 0.768 2.829 -0.969
H -4.381 -4.028 -0.614
H 0.273 -0.391 -4.027
H 0.883 -8.958 -0.025
H 2.063 2.928 8.537
O 2.601 -0.173 -6.024
C -1.826 3.136 1.372
C 0.831 -7.908 0.267
H -3.846 1.518 4.805
H 1.579 -7.716 1.037
O 0.840 2.634 -2.221
H 3.625 3.608 8.043